{"formula": "C6H15N3O", "method": "ωB97M-V with the def2-TZVPD basis set", "max_force_ha_per_bohr": 0.08793, "de_lowest_kcal_mol": 49.6, "gap_ha": 0.3478, "e_homo_ha": -0.318, "spin_multiplicity": 1, "species": ["C", "N", "N", "C", "C", "O", "C", "C", "C", "N", "H", "H", "H", "H", "H", "H", "H", "H", "H", "H", "H", "H", "H", "H", "H"], "positions_angstrom": [[-0.3255, -1.3334, -2.0961], [0.2142, -1.7658, -0.8305], [1.1891, -0.6776, -0.2498], [2.5564, -1.0962, -0.5159], [0.8925, 0.5583, 0.0633], [1.6687, 1.5017, 0.1537], [-0.7035, 0.9773, 0.7689], [-0.4457, 0.5656, 2.2172], [-1.9873, 0.3623, 0.2375], [-0.7854, 2.3955, 0.6757], [-0.5938, -0.2652, -2.0837], [-1.2166, -1.9118, -2.3296], [0.4453, -1.4440, -2.8619], [-0.5363, -1.8416, -0.1430], [2.6322, -2.1603, -0.3011], [2.8268, -0.9141, -1.5598], [3.2328, -0.5496, 0.1345], [0.4782, 1.0253, 2.5725], [-0.3447, -0.5196, 2.2956], [-1.2749, 0.9016, 2.8491], [-2.8186, 0.8756, 0.7098], [-2.1024, 0.5043, -0.8347], [-2.0826, -0.6949, 0.5000], [-1.0411, 2.7004, -0.2567], [0.1224, 2.8061, 0.8851]]}